Density functional theory data (ωB97M-V/def2-TZVPD) for a structure of composition C40H64ClF3N10O7P3SW in a non-equilibrium geometry.

As for the LUMO energy (spin up / spin down): -0.114 / -0.124 hartree. The HOMO energy (spin up / spin down) comes out at -9.22 / -10.70 eV. The electronic energy comes out at -132955.73261 eV. For the HOMO-LUMO gap (spin up / spin down), the calculation gives 6.1 / 7.3 eV. The calculation puts the energy above the lowest of the compared OMol25 structures with the same formula, charge and spin at 458.46 kJ/mol.

The geometry in ORCA input format:
```
! wB97M-V def2-TZVPD RIJCOSX def2/J DEFGRID3
* xyz 1 3
H 6.9082 -1.7029 2.6101
P 0.8838 -2.3418 1.8288
C 0.5821 -3.1035 -2.5423
P 3.7952 -1.0855 1.3433
C 1.7761 3.0865 0.9826
O -2.1884 -0.0495 0.8813
H 0.2702 -1.8383 5.2846
C -4.7495 -2.0513 3.4066
H 1.7769 1.9776 -4.4250
H -5.5095 1.9054 -4.2958
O -3.6803 2.2896 1.8365
H -1.1358 -4.4237 -0.1675
H -1.5443 -3.0747 0.9029
C 0.9998 -4.0388 3.8821
H 0.6433 -2.2726 -5.9215
H 1.9004 -0.9466 -1.0802
H 2.8103 0.4765 -0.5744
C -4.8357 -2.2119 2.0266
H -2.1787 0.5583 4.8075
C -0.8792 3.0527 -3.5806
C -2.9165 -0.5138 3.1154
H 1.8273 2.7669 -0.0450
C 0.4831 -0.8208 -4.3645
H -3.2241 1.2764 -5.0551
H 1.5525 -0.5844 -4.4156
H 4.2301 -3.9294 1.2026
H 2.0887 -4.0903 4.0085
C 0.2804 -2.2300 -4.8937
H 1.8600 1.2693 -2.8191
H 1.9068 4.7826 -4.5178
O 1.2818 0.8969 1.6766
H -1.8198 2.7815 -4.0548
F -3.6361 5.6686 1.2253
H 0.2368 3.5156 6.8557
C 4.9875 -3.5554 1.8880
H -1.1182 3.5072 -2.6084
H 5.9663 -3.8966 1.5400
C 0.8600 -1.6763 4.3806
O -2.1823 3.9828 2.8204
H -5.5858 -2.8725 1.6133
C -3.8122 -1.2017 3.9455
C 1.7042 3.4328 -2.8335
H 3.4812 -3.2661 -1.0886
H 4.8061 -3.9979 2.8727
C 1.3870 2.0581 -3.4046
H -3.8349 0.5976 -1.1337
H -1.3915 -2.2394 -2.6126
C -3.2591 1.3209 -1.7230
H 0.5330 -4.2387 4.8469
H 3.2584 -0.3733 -2.0697
C -2.9064 -0.2469 -3.5690
H -0.7845 -2.4793 -4.9249
H -5.5296 0.5504 -3.1817
H 0.6857 -4.8199 3.1938
O 2.4099 -2.1523 1.7077
Cl -5.8351 -2.9140 4.4428
S -2.6526 3.2753 1.6694
F -4.4671 4.1279 -0.0397
C -3.0022 -0.6810 1.7240
C -3.9727 -1.5273 1.1942
C 1.0366 -3.2135 -4.0110
C 0.3804 3.2801 5.8102
H -4.9735 2.5802 -1.9221
H -1.1360 1.7878 5.8385
C -4.8753 1.2908 -3.6556
H 2.9506 5.2434 3.3047
H -0.7801 4.8912 -4.6753
H 5.7481 -2.0034 3.9173
C 1.3896 -4.7301 0.6106
H 4.6263 -2.2630 -1.9935
C 2.4691 4.1273 1.5212
H 5.1237 -2.9805 -0.4630
C 1.2938 3.9898 5.0652
H 2.7789 3.5424 -2.6755
H -1.2145 -4.6806 1.5863
H -0.4432 -1.7446 -1.2184
H 3.1035 4.7104 0.8678
H 0.9159 -4.2331 -4.3774
C 1.4861 3.6918 3.7082
H 5.7148 -0.4688 3.0297
H -2.1364 -0.7492 -4.1476
H -4.2898 -0.1149 -5.1980
H -3.6804 2.9772 -3.0363
C 4.2875 -2.5265 -0.9898
C -3.8204 0.5612 -4.4799
C -0.2422 1.9747 3.8847
C -3.3520 4.5773 0.5302
H 0.6122 -0.7025 3.9658
H 2.1029 -2.9819 -4.0841
H 1.3204 -5.0165 -0.4395
H 0.0654 -4.0173 -2.2411
H 2.4165 -4.4400 0.8234
C -0.1262 4.0493 -4.4476
N 0.9410 2.2757 1.7840
C 5.8773 -1.5415 2.9335
C 2.3780 4.4334 2.8768
W -0.5342 0.8728 1.0110
P -0.6480 0.6812 -2.3644
C -2.0025 0.4019 3.7471
N -1.0446 1.0321 3.1616
H -2.7233 1.9521 -1.0196
H 1.2170 3.5103 -1.8591
C 2.9039 -0.5048 -1.0448
H -0.0297 -0.0869 -4.9865
O 0.0058 -1.1741 1.4849
N -2.2852 0.5831 -2.5353
H 0.9718 5.4341 -3.1873
C 0.7303 2.6539 3.1516
N 0.0248 -0.7096 -2.9643
O -1.5168 2.7637 0.8122
C 1.1626 4.5261 -3.7619
C -4.2178 2.1441 -2.5762
C -0.3960 2.2825 5.2277
H -3.7668 -1.0626 5.0182
H 1.8657 4.7918 5.5128
H 1.9223 -1.6725 4.6548
F -2.4855 4.8949 -0.4336
N -0.0706 1.8267 -3.4180
N 0.4869 -3.6214 0.8831
H -4.0328 -1.6359 0.1193
H -3.5028 -1.0256 -3.0722
N 4.9410 -2.1072 1.9696
C -0.9319 -3.9683 0.8040
N -0.2702 0.9750 -0.8589
N 3.8628 -1.3203 -0.3051
N 0.5615 -2.7288 3.4119
H 1.1412 -5.6070 1.2166
H 0.1048 3.5668 -5.4006
C -0.3831 -1.9464 -2.2910
H 1.4498 -3.0070 -1.8844
*
```

Atom charges from the Löwdin analysis, given in e for atoms 1 to 5: atom 1 (H): 0.09, atom 2 (P): 0.46, atom 3 (C): -0.17, atom 4 (P): 1.00, atom 5 (C): -0.03